{
  "formula": "C13H7F4O4",
  "method": "ωB97M-V with the def2-TZVPD basis set",
  "elements": ["F", "C", "C", "F", "C", "O", "C", "F", "C", "F", "C", "O", "C", "O", "C", "C", "C", "C", "C", "O", "C", "H", "H", "H", "H", "H", "H", "H"],
  "positions_angstrom": [[-2.38, 0.96, 2.97], [-1.23, 0.28, 2.97], [-1.24, -1.06, 2.83], [-2.40, -1.71, 2.72], [0.01, -1.81, 2.79], [0.00, -3.02, 2.75], [1.26, -1.07, 2.79], [2.42, -1.74, 2.65], [1.27, 0.27, 2.93], [2.43, 0.94, 2.88], [0.03, 1.01, 3.12], [0.04, 2.18, 3.39], [0.48, -2.61, -2.94], [0.26, -1.80, -1.81], [0.03, -0.46, -2.06], [0.04, 0.17, -3.32], [-0.20, 1.52, -3.45], [-0.44, 2.30, -2.34], [-0.46, 1.72, -1.04], [-0.68, 2.40, -0.03], [-0.22, 0.33, -0.95], [0.63, -3.64, -2.60], [-0.39, -2.58, -3.59], [1.38, -2.28, -3.46], [0.23, -0.42, -4.20], [-0.19, 1.98, -4.42], [-0.63, 3.36, -2.43], [-0.23, -0.13, 0.02]],
  "total_charge": -1,
  "orbital_gap_ev": 3.4,
  "energy_ha": -1199.96747,
  "relative_energy_kj_mol": 6.6
}